68
Properties=species:S:1:pos:R:3:forces:R:3 method="wB97M-V/def2-TZVPD" spin_multiplicity=5 de_lowest_ev=0.837 homo_energy_ev="-15.8 / -15.8" orbital_gap_ha="0.2173 / 0.0953" charge=+3
Ru -0.74953 -0.63981 0.78029 -0.5 -0.6 0.7
S -0.63997 -3.55720 7.80978 0.0 0.6 -1.3
N -1.64153 -3.79900 6.58360 -0.9 -0.5 -0.4
C -1.27499 -3.05796 5.54452 0.9 0.2 1.3
C -1.94603 -2.94484 4.29243 -0.2 0.2 -0.8
C -3.15187 -3.60992 4.04848 0.1 0.2 -0.3
C -3.77455 -3.37652 2.84808 0.2 0.0 0.1
C -3.16814 -2.53011 1.92226 -0.2 -0.1 -0.1
N -2.00089 -1.90866 2.10119 0.0 0.0 -0.3
C -1.39399 -2.09798 3.30260 -0.4 -0.6 0.6
C -0.16346 -1.38566 3.56172 0.4 -0.1 0.8
N 0.34037 -0.63723 2.55290 -0.1 -0.2 0.3
C 1.46648 0.03930 2.77496 0.5 0.3 0.2
C 2.14245 0.04056 3.99098 -0.2 -0.1 -0.1
C 1.63677 -0.69998 5.03905 -0.2 0.0 -0.3
C 0.47203 -1.44619 4.82821 0.1 0.4 -0.7
C -0.11062 -2.28763 5.82827 -0.9 -1.1 0.9
N 0.30970 -2.49640 7.07108 1.0 0.7 0.1
H -3.56553 -4.26029 4.80255 -0.1 -0.1 0.1
H -4.72146 -3.83376 2.60770 -0.1 0.0 -0.1
H -3.70046 -2.38081 1.00158 0.1 0.1 -0.1
H 1.87004 0.62705 1.96262 -0.1 -0.1 0.0
H 3.05187 0.61226 4.09688 0.0 0.0 0.0
H 2.11596 -0.71699 6.00507 0.1 -0.1 0.1
O 5.82054 3.14589 -5.51341 0.9 -0.5 -1.4
S 6.37875 2.49027 -4.36566 -2.5 1.9 2.6
O 5.99867 1.12867 -4.13456 0.6 -0.5 -0.7
O 7.58491 2.96584 -3.76624 1.3 -0.5 -0.9
C 5.17234 3.40168 -3.15147 2.3 0.8 -1.6
N 5.30239 4.68316 -3.06751 -1.9 -2.2 1.2
C 4.45361 5.33394 -2.29536 0.1 1.8 0.2
C 3.45423 4.64145 -1.60439 0.2 -0.5 -0.2
C 3.40284 3.25475 -1.76984 0.5 0.8 -0.3
N 4.29841 2.65600 -2.57098 -1.0 -1.0 0.7
C 2.42842 2.34026 -1.15051 -0.6 -0.7 0.4
C 2.56423 0.95824 -1.34829 0.0 0.4 0.1
C 1.63505 0.10055 -0.78914 0.2 -0.3 -0.1
N 0.59975 0.54343 -0.06863 0.7 0.7 -0.7
C 0.47101 1.85697 0.14861 -0.1 0.5 0.2
C 1.35572 2.78476 -0.36833 0.3 -0.1 -0.2
H 4.57358 6.40926 -2.23536 -0.2 0.1 0.1
H 2.76955 5.19307 -0.97856 0.1 0.1 0.0
H 3.38786 0.57341 -1.93191 0.0 -0.1 0.0
H 1.71561 -0.98166 -0.90438 0.0 0.3 -0.1
H -0.37475 2.16312 0.77492 0.3 0.0 -0.3
H 1.20403 3.83162 -0.16211 -0.1 0.1 0.1
C -0.98129 -1.26993 -2.29700 0.0 -0.3 -0.4
N -1.66655 -0.52282 -1.19175 0.1 -0.3 0.8
C -1.97037 0.83607 -1.74982 -0.2 0.3 -0.2
N -2.79798 0.74235 -2.92039 -0.1 1.2 -0.3
C -2.12347 -0.00725 -3.97357 0.0 -0.1 0.4
N -1.82245 -1.33634 -3.46028 0.8 -0.7 -0.8
C -3.06729 -2.02825 -3.16132 0.1 0.1 0.2
N -3.77451 -1.26028 -2.14535 -1.0 -0.6 0.5
C -2.97590 -1.20101 -0.95797 -0.5 -0.2 -0.6
C -4.06152 0.08837 -2.60983 0.1 -0.1 0.2
H -0.72963 -2.28492 -1.95588 -0.1 0.2 0.0
H -0.05902 -0.74361 -2.56484 -0.1 0.0 0.1
H -1.03247 1.32863 -2.02962 0.0 -0.1 0.1
H -2.47242 1.43256 -0.97547 0.0 -0.1 -0.1
H -1.21245 0.50629 -4.28196 0.1 0.0 0.1
H -2.78106 -0.09513 -4.83909 0.1 0.0 0.1
H -2.85471 -3.03017 -2.78082 0.0 0.0 0.0
H -3.67033 -2.12112 -4.06321 0.0 0.1 0.0
H -2.75347 -2.22751 -0.64307 0.0 0.3 0.0
H -3.51638 -0.63161 -0.18741 0.1 -0.2 0.0
H -4.57777 0.64088 -1.82148 0.0 0.0 -0.1
H -4.69833 0.05788 -3.49355 0.1 0.0 0.0


16
Properties=species:S:1:pos:R:3:forces:R:3 method="wB97M-V/def2-TZVPD" de_lowest_ev=0.897 homo_energy_ev=-8.6 orbital_gap_ha=0.3480
C -0.66259 0.60574 2.05676 -0.4 0.4 0.1
C -0.05899 0.58060 0.69474 0.2 -0.1 -0.2
C 1.01113 -0.23009 0.20706 1.0 0.2 0.4
C 1.27556 0.11338 -1.08767 -1.1 0.0 -1.0
N 0.35814 1.07273 -1.44293 -0.3 0.0 0.3
C -0.43614 1.35106 -0.36456 -0.4 0.5 -0.2
H 0.04924 0.88250 2.83267 0.1 -0.2 0.0
H -1.46211 1.35421 2.10530 0.1 -0.1 -0.1
H -1.13436 -0.33807 2.32235 0.1 -0.2 0.1
H 1.70240 -0.83589 0.76565 -0.3 -0.4 0.3
H 1.85276 -0.34458 -1.87236 0.4 0.0 0.3
H 0.08304 1.36932 -2.36118 0.4 -0.1 -0.2
H -1.19386 2.12157 -0.45111 0.1 -0.2 0.1
O -0.95617 -2.71594 -0.28176 0.0 0.2 0.1
H -1.22664 -2.39907 0.58849 0.0 -0.1 -0.1
H -0.41795 -1.98146 -0.61095 0.0 -0.1 0.0


93
Properties=species:S:1:pos:R:3:forces:R:3 method="wB97M-V/def2-TZVPD" de_lowest_ev=0.000 homo_energy_ev=-7.0 orbital_gap_ha=0.2155
Y 0.36161 -0.62525 0.77255 1.0 -0.8 -1.6
Br -2.71057 -3.93065 7.08196 -0.2 -0.2 -0.1
C -2.15203 -3.40521 5.34187 -0.7 -0.1 -0.2
C -2.82071 -3.88450 4.17594 0.3 0.8 0.6
C -2.33565 -3.50558 2.94072 -0.2 0.0 0.0
C -1.31946 -2.52906 2.80308 1.6 0.5 -1.3
O -0.97778 -2.11999 1.55975 -0.8 -0.8 3.1
C -0.63825 -2.06209 4.01284 -1.6 -0.4 -0.6
C 0.51100 -1.23618 3.99670 1.3 1.3 -0.4
N 1.31472 -1.03639 2.94911 -1.3 -0.6 1.5
C 2.65054 -0.79916 3.23048 2.4 -0.3 -1.1
C 3.31637 -1.27582 4.36307 -1.7 1.0 0.2
C 4.67493 -1.11958 4.58390 2.3 0.9 -0.8
C 5.55229 -0.58343 3.59950 -2.2 -1.1 0.8
C 4.98111 -0.19213 2.36215 -1.6 -0.3 -0.3
C 5.75205 0.31105 1.27966 -1.7 0.4 0.0
C 5.11251 0.58868 0.08981 1.7 0.2 -0.3
C 3.77111 0.32926 -0.08420 -1.7 -1.2 0.5
N 2.99311 -0.23346 0.86487 0.7 1.6 0.5
C 3.52788 -0.36173 2.13676 0.7 -0.4 -0.4
C -1.11938 -2.52232 5.28554 0.7 0.0 -1.0
H -3.76510 -4.41880 4.31000 0.6 -0.3 -0.2
H -2.71580 -3.92526 2.00865 -0.2 0.3 0.3
H 0.75883 -0.66920 4.95049 0.0 -1.2 -0.8
H 2.68706 -1.67260 5.16660 0.4 -0.1 -0.3
H 5.07094 -1.38533 5.57087 -0.1 -0.2 -0.5
H 6.62249 -0.66954 3.66703 0.2 0.4 0.4
H 6.74519 0.65429 1.45889 0.8 -0.3 0.0
H 5.67858 0.94101 -0.78855 -0.3 0.1 0.7
H 3.32878 0.57420 -1.06338 -0.1 -0.5 0.6
H -0.56983 -2.31621 6.20005 -0.1 0.4 -0.2
C -0.20075 5.17029 -0.67381 1.0 1.0 0.4
Si -1.00022 5.10782 1.01714 0.7 -0.9 1.4
C -2.31729 6.44267 1.07897 0.0 0.0 1.2
C 0.19788 5.46813 2.49992 0.0 0.4 -0.5
C -1.66148 3.25711 1.24433 1.5 0.5 -0.9
C -3.00031 3.09655 1.21263 -0.6 -1.2 0.5
C -3.63388 1.82891 1.18779 -0.2 0.6 0.2
C -2.79619 0.74738 1.05987 -0.9 -0.3 -0.1
N -1.45275 0.84963 1.06229 -0.4 0.3 -0.2
C -0.87284 2.05231 1.16234 -0.3 1.3 0.4
S 0.85506 2.10866 1.24929 0.1 -0.4 -0.3
H 0.04563 6.23661 -0.93213 -0.4 -0.8 0.1
H -0.81081 4.72645 -1.46786 0.3 0.0 0.2
H 0.78501 4.67994 -0.55466 -0.5 -0.1 -0.4
H -1.93885 7.38404 1.55204 -0.1 -0.8 -0.6
H -3.19039 6.16019 1.65990 -0.1 -0.1 0.4
H -2.71057 6.61795 0.10913 -0.2 0.5 -1.1
H 0.48334 6.54904 2.54747 -0.1 -0.8 -0.2
H 1.09842 4.85828 2.36986 0.0 0.2 0.0
H -0.19344 5.20413 3.49731 -0.2 0.0 -0.5
H -3.51984 4.00527 1.27448 -1.4 0.8 0.0
H -4.73377 1.76120 1.31504 1.0 -0.2 -0.4
H -3.21608 -0.25165 0.91336 0.3 0.2 0.2
C 0.01601 3.16916 -4.62639 0.6 -0.3 0.5
C 0.67918 2.88620 -3.40546 0.1 0.0 -1.0
C 0.41495 1.69361 -2.75594 -0.1 0.6 1.2
C -0.49066 0.79867 -3.29760 -0.2 -0.7 -0.4
C -1.11879 1.03865 -4.50816 -0.9 0.4 -0.5
C -0.87132 2.24494 -5.17546 -0.3 -0.2 -0.1
P -0.67122 -0.73090 -2.37890 -1.0 1.4 2.2
C -2.37315 -1.24620 -2.57391 -2.2 -0.3 -0.9
C -3.43804 -0.28887 -2.46753 1.2 -0.1 0.7
C -4.74757 -0.73473 -2.39714 0.0 -0.2 -0.6
C -5.07947 -2.04891 -2.76644 -0.2 0.7 -0.1
C -4.06767 -2.95548 -3.07887 -0.3 0.2 1.4
C -2.74409 -2.60830 -2.82048 1.1 0.7 -0.6
C 0.24792 -1.96956 -3.16726 0.6 -1.8 -2.1
C 0.09465 -2.41979 -4.49261 -0.8 1.2 0.4
C 0.89859 -3.40730 -5.05851 1.3 -0.6 1.9
C 1.86758 -4.01918 -4.24729 -1.1 0.2 0.9
C 1.89875 -3.77724 -2.82595 -0.2 1.6 -0.6
C 2.77407 -4.43539 -1.92666 -0.3 -0.6 0.5
C 2.75470 -4.10017 -0.59496 -0.2 0.2 -0.2
C 1.95482 -3.06388 -0.10505 -0.8 1.2 -0.3
C 1.16401 -2.27900 -0.92241 0.2 0.0 1.2
C 1.09292 -2.65147 -2.27831 1.5 -1.8 -1.0
H 0.20866 4.09682 -5.15916 0.0 -0.1 0.1
H 1.47982 3.50938 -3.00359 -0.5 0.3 -0.1
H 0.77044 1.53572 -1.70163 0.0 0.1 -1.2
H -1.92497 0.35012 -4.86883 1.0 0.6 0.2
H -1.38126 2.45128 -6.13074 0.3 0.0 0.6
H -3.23089 0.81525 -2.36303 -0.1 -1.4 0.1
H -5.50502 -0.01258 -2.11925 -0.2 -0.1 -0.2
H -6.14180 -2.31037 -2.85808 0.5 -0.1 0.1
H -4.35696 -3.97767 -3.27844 0.2 -0.1 -0.3
H -1.93038 -3.36103 -2.94273 -0.8 0.7 0.2
H -0.70883 -1.96846 -5.10013 0.5 -0.2 0.3
H 0.78378 -3.75039 -6.05828 -0.1 0.1 -0.7
H 2.54122 -4.77202 -4.64320 -0.1 0.0 -0.1
H 3.35528 -5.32609 -2.18339 -0.1 0.5 -0.4
H 3.35982 -4.59840 0.11441 0.7 -0.8 0.4
H 1.92251 -2.75637 0.95591 0.6 -0.8 -0.1


67
Properties=species:S:1:pos:R:3:forces:R:3 method="wB97M-V/def2-TZVPD" spin_multiplicity=3 homo_energy_ev="-9.7 / -9.7" orbital_gap_ha="0.2732 / 0.1538" charge=+1
Au 0.15442 0.28312 0.29483 0.2 0.2 0.0
C 1.05082 -2.15780 -1.45184 -0.2 -0.5 0.0
N 1.50900 -0.78338 -1.30730 -0.2 0.3 0.1
C 2.88470 -0.73152 -0.82033 0.5 0.1 0.2
C 1.35750 -0.01754 -2.52291 0.1 -0.1 0.0
C 2.08309 -0.34891 -3.65307 -0.1 -0.1 0.1
C 2.03072 0.43655 -4.79298 0.0 0.0 0.1
C 1.30483 1.61732 -4.75923 -0.1 0.1 -0.1
C 0.55737 1.95101 -3.64989 -0.1 0.2 -0.1
C 0.48141 1.09223 -2.53328 0.3 0.1 -0.4
N -0.32231 1.28960 -1.44559 -0.1 -0.3 0.2
C -1.42593 2.09020 -1.40522 -0.4 0.4 -0.1
C -2.11508 2.55698 -2.54230 0.1 0.0 -0.2
C -3.12762 3.48457 -2.43734 0.0 0.0 -0.2
C -3.51323 3.96773 -1.19714 0.1 -0.1 0.1
C -2.95447 3.40759 -0.06024 0.1 -0.1 0.1
C -1.95763 2.45286 -0.14573 -0.1 0.0 0.1
N -1.47867 1.80189 1.05437 0.3 -0.1 -0.3
C -2.53385 0.99491 1.67046 -0.4 -0.3 0.2
C -0.91110 2.75116 2.00188 0.4 0.3 0.3
H 1.69521 -2.73377 -2.12084 0.1 0.0 -0.1
H 0.04023 -2.15616 -1.85092 -0.1 -0.1 0.0
H 1.03765 -2.62917 -0.47145 0.0 0.0 0.0
H 3.57116 -1.27813 -1.47326 0.0 0.0 0.0
H 2.92433 -1.17370 0.17343 0.0 0.0 0.0
H 3.21009 0.30581 -0.76458 0.0 0.0 0.0
H 2.71466 -1.22276 -3.64721 0.1 -0.1 0.1
H 2.58563 0.15353 -5.67441 0.1 0.0 0.0
H 1.32593 2.28556 -5.60760 0.0 0.1 0.0
H 0.05914 2.90850 -3.62398 0.0 0.0 0.0
H -1.85874 2.15365 -3.50997 0.0 0.0 0.0
H -3.62159 3.83556 -3.32892 0.0 0.0 -0.1
H -4.25864 4.74110 -1.10397 -0.1 0.0 0.0
H -3.31212 3.70779 0.91175 0.0 0.0 0.1
H -3.30417 1.61933 2.13292 0.0 0.1 0.0
H -2.09499 0.34557 2.42678 0.0 0.0 0.0
H -2.99787 0.37109 0.91124 0.0 -0.1 0.0
H -1.65838 3.44615 2.39065 -0.1 0.0 0.0
H -0.13479 3.33063 1.50649 0.1 0.0 0.0
H -0.47805 2.20859 2.83846 0.0 -0.1 0.0
C 2.64253 1.13752 2.63765 0.1 0.0 0.0
C 1.87119 -0.09865 2.96650 0.6 0.0 1.0
C 2.14690 -0.84332 4.10209 0.1 0.5 -0.4
C 1.43229 -2.01842 4.33449 -0.4 -0.2 -0.3
C 0.45886 -2.41305 3.45454 0.3 0.0 0.3
C 0.18511 -1.60864 2.32087 -0.5 -0.5 -0.4
N 0.91589 -0.47797 2.11976 0.0 0.1 -0.1
N -0.70315 -1.81666 1.37169 -0.5 -0.2 -0.1
Si -1.92185 -3.03155 1.22892 0.0 -0.5 -0.1
C -2.76480 -3.51638 2.87636 0.3 0.3 -0.6
C -3.19978 -2.32360 0.00661 0.4 -0.3 0.5
C -1.19756 -4.65093 0.50049 -0.4 0.8 0.3
H 3.15002 1.51870 3.52025 0.0 0.0 0.0
H 1.99016 1.90807 2.23263 0.0 0.1 0.0
H 3.39877 0.90816 1.88661 0.1 0.1 -0.1
H 2.90146 -0.51541 4.79670 0.1 0.1 0.0
H 1.65769 -2.61429 5.20582 0.0 -0.1 0.1
H -0.09233 -3.32701 3.59141 -0.1 -0.1 0.1
H -2.85819 -2.66852 3.54782 0.0 0.2 0.1
H -2.20372 -4.28809 3.39665 0.1 -0.1 0.0
H -3.76153 -3.90950 2.69930 -0.2 -0.1 -0.1
H -4.03601 -1.87775 0.53320 -0.2 0.2 0.1
H -3.59474 -3.11880 -0.61202 -0.2 -0.2 -0.2
H -2.76756 -1.57486 -0.64997 0.2 0.1 -0.1
H -0.33308 -4.99581 1.05835 0.2 0.0 0.2
H -0.89666 -4.52734 -0.53311 0.1 0.0 -0.3
H -1.94806 -5.43390 0.53790 -0.2 -0.2 0.0


6
Properties=species:S:1:pos:R:3:forces:R:3 method="wB97M-V/def2-TZVPD" de_lowest_ev=0.075 homo_energy_ev=-9.7 orbital_gap_ha=0.3421
N 1.56866 0.38732 -0.33776 -0.2 0.8 -0.5
O 2.02805 -0.69745 -0.22833 0.2 -0.5 0.4
H 1.20382 0.74590 0.59294 0.1 -0.3 0.2
O -1.78119 -0.26395 -0.33321 0.2 -0.1 0.4
H -1.31491 0.57252 -0.20245 -0.2 -0.2 0.0
H -1.70443 -0.74434 0.50881 0.0 0.3 -0.4


17
Properties=species:S:1:pos:R:3:forces:R:3 method="wB97M-V/def2-TZVPD" de_lowest_ev=0.961 homo_energy_ev=-8.0 orbital_gap_ha=0.3250
C -0.15176 0.58932 -3.34722 -0.7 0.9 -0.7
C 0.29210 -0.12306 -2.11695 0.4 0.0 0.3
C -0.26344 0.04695 -0.92195 -0.7 -0.8 0.0
C 0.10372 -0.68152 0.29087 0.7 -0.4 0.2
C -0.00125 -0.18109 1.51738 -0.2 0.5 -0.3
C 0.38355 -0.87086 2.78182 1.5 0.4 0.5
O -0.39879 1.13947 1.63757 -0.2 -0.3 0.1
H -1.18423 0.37055 -3.64912 0.1 -0.3 0.2
H -0.18400 1.67619 -3.18626 0.2 -0.2 0.1
H 0.45331 0.44652 -4.24416 0.2 -0.3 0.3
H 1.17519 -0.75533 -2.16196 0.0 0.0 -0.2
H -1.19381 0.59714 -0.82507 0.2 0.5 -0.1
H 0.56353 -1.66816 0.24268 -0.1 0.2 -0.3
H 1.38367 -1.31952 2.70030 -0.4 -0.4 -0.5
H -0.29704 -1.62011 3.17080 -0.2 0.1 0.0
H 0.66058 -0.11277 3.52878 -0.8 -0.1 0.1
H -0.87146 1.23692 2.46904 0.0 0.1 0.1